23
Properties=species:S:1:pos:R:3 method="wB97M-V/def2-TZVPD" fmax_ev_per_a=0.6 relative_energy_kj_mol=6.26 gap_ev=10.1 multiplicity=1 smiles=Cc1ccccc1.CC homo_ev=-9.1
C 2.5259 -2.6279 0.9450
C 1.4966 -1.5335 1.0923
C 1.8415 -0.2005 0.8959
C 0.9041 0.8089 1.0434
C -0.3971 0.4988 1.4097
C -0.7560 -0.8268 1.6068
C 0.1852 -1.8329 1.4419
H 3.2661 -2.3278 0.2024
H 2.0470 -3.5399 0.5806
H 3.0210 -2.8408 1.8900
H 2.8586 0.0447 0.6158
H 1.1749 1.8417 0.8638
H -1.1384 1.2748 1.5456
H -1.7717 -1.0659 1.8916
H -0.1076 -2.8660 1.5902
C -1.1472 1.7555 -2.0932
C -2.6334 2.0430 -2.3069
H -0.8441 2.0567 -1.0934
H -0.9316 0.6901 -2.1924
H -0.5510 2.2939 -2.8276
H -2.9245 1.8266 -3.3351
H -2.8623 3.0922 -2.1157
H -3.2559 1.4352 -1.6507

63
Properties=species:S:1:pos:R:3 method="wB97M-V/def2-TZVPD" fmax_ev_per_a=4.8 relative_energy_kj_mol=378.40 gap_ev=5.9 multiplicity=1 homo_ev=-1.9 total_charge=-2
Y -0.2328 0.7436 0.5375
O 2.3154 -2.5308 0.2517
C 2.1393 -1.3335 0.0384
O 1.0347 -0.8089 -0.3333
C 3.3886 -0.4278 0.0523
C 3.3323 0.4669 -1.1978
C 4.7175 1.1195 -1.4274
C 4.6883 2.2389 -0.3728
C 3.3408 1.9406 0.3183
O 2.5196 1.5325 -0.7559
C 3.5075 0.6500 1.1549
C 2.4906 0.6523 2.3414
O 2.9890 0.6864 3.4651
O 1.2635 0.6898 2.0609
H 4.2472 -1.1062 0.0654
H 2.9015 -0.0004 -2.0845
H 4.7948 1.5247 -2.4388
H 5.5291 0.4058 -1.2707
H 4.6643 3.2257 -0.8370
H 5.5237 2.1994 0.3246
H 2.8815 2.7818 0.8374
H 4.4987 0.6073 1.6173
O -1.6690 1.2685 2.1050
C -2.5645 0.8019 2.8809
C -3.4212 1.6920 3.5911
C -4.3902 1.2542 4.4538
C -4.5907 -0.1070 4.6643
C -3.7981 -1.0084 3.9862
C -2.8076 -0.5987 3.0948
C -2.0341 -1.6016 2.4000
N -0.8418 -1.4706 1.8483
C -0.5123 -2.6926 1.3426
C -1.5151 -3.5834 1.5728
N -2.4801 -2.8872 2.2536
H -3.2496 2.7487 3.4410
H -4.9979 1.9720 4.9930
H -5.3504 -0.4514 5.3540
H -3.9329 -2.0671 4.1892
H 0.4439 -2.8759 0.8907
H -1.6205 -4.6228 1.3275
H -3.3684 -3.2501 2.5556
N -1.1872 4.3586 -0.6897
C -0.0062 3.5886 -0.8485
O 0.2817 2.7750 0.1069
C 0.7334 3.7716 -1.9824
I -0.2794 0.8381 -2.6916
H -1.8084 3.8867 -0.0442
H -1.6446 4.5039 -1.5799
H 1.7014 3.3262 -2.0708
H 0.4521 4.5089 -2.7144
O -3.2451 0.3705 -1.7330
N -2.4966 0.6140 -0.8206
O -2.2249 1.7574 -0.5377
O -2.0916 -0.3134 -0.1186
Te -1.1256 -1.6401 -2.0824
C -0.8928 -2.5867 -3.9982
C -0.6051 -3.9207 -4.0868
C -0.7437 -4.4652 -5.3805
C -1.1464 -3.5355 -6.2858
S -1.3704 -1.9834 -5.5523
H -0.2804 -4.4792 -3.2239
H -0.5379 -5.4983 -5.6177
H -1.3167 -3.6578 -7.3381

79
Properties=species:S:1:pos:R:3 method="wB97M-V/def2-TZVPD" fmax_ev_per_a=0.4 relative_energy_kj_mol=26.03 gap_ev=6.2 multiplicity=1 homo_ev=-1.9 total_charge=-2
W 0.4917 0.4555 0.4497
S 0.3398 2.8613 1.6502
C -1.3423 3.2252 1.7323
C -1.7892 4.5411 1.8706
C -3.1379 4.8411 2.0142
C -3.5471 6.2065 2.1739
N -3.8611 7.3056 2.3122
C -4.0833 3.8031 2.0050
C -3.6470 2.4909 1.8448
C -2.2978 2.1836 1.7054
S -1.7967 0.5269 1.5433
C -5.4820 4.0715 2.1561
N -6.6066 4.2840 2.2879
H -1.0640 5.3434 1.8592
H -4.3735 1.6886 1.8296
O 2.8979 -0.7084 -3.3854
As 2.5724 0.8048 -2.4955
O 4.0091 1.5243 -2.2812
O 1.6240 0.1358 -1.2660
C 1.3349 1.5982 -3.7750
C 1.4335 1.2312 -5.1125
C 0.5336 1.7336 -6.0430
C -0.4785 2.5952 -5.6430
C -0.5878 2.9632 -4.3101
C 0.3183 2.4637 -3.3889
S 0.2079 2.9391 -1.6749
O 1.5941 2.9672 -1.2511
O -0.5428 4.1636 -1.6359
O -0.5303 1.7930 -1.0466
H 2.2698 -1.3599 -3.0488
H 2.2088 0.5402 -5.4155
H 0.6208 1.4458 -7.0841
H -1.1824 2.9826 -6.3698
H -1.3571 3.6429 -3.9682
C 0.3787 -2.7377 -2.2492
C -1.0911 -2.3437 -2.0945
C -1.3500 -0.9175 -2.5804
C -1.6179 -2.6571 -0.7037
C -2.7645 -3.4387 -0.6455
C -3.2839 -3.8775 0.5578
C -2.5789 -3.5992 1.7119
C -1.4168 -2.8300 1.7184
C -0.6449 -2.8855 3.0326
C 0.4073 -3.9969 2.8962
C -0.0550 -1.6112 3.6161
C -0.9839 -2.2476 0.4976
N -0.0058 -1.2586 0.4043
H 0.6800 -2.6210 -3.2958
H 0.5358 -3.7821 -1.9686
H 1.0072 -2.1103 -1.6160
H -1.6619 -3.0079 -2.7535
H -0.6859 -0.2014 -2.1072
H -2.3760 -0.6090 -2.3721
H -1.1830 -0.8589 -3.6609
H -3.2545 -3.7052 -1.5762
H -4.1980 -4.4580 0.5922
H -2.9283 -3.9988 2.6582
H -1.3736 -3.2467 3.7667
H 1.0646 -3.8085 2.0484
H -0.0784 -4.9606 2.7244
H 1.0202 -4.0692 3.7992
H 0.7011 -1.1710 2.9749
H 0.4006 -1.8446 4.5845
H -0.8223 -0.8536 3.7643
C 3.5636 -0.4997 3.3134
C 3.2868 -0.4391 1.8039
C 3.1332 -1.8510 1.2482
C 4.4820 0.2373 1.1150
C 2.0769 0.4283 1.5256
H 4.4818 -1.0651 3.5093
H 2.7432 -0.9798 3.8468
H 3.6877 0.5073 3.7186
H 4.0666 -2.4115 1.3675
H 2.8729 -1.8199 0.1890
H 2.3444 -2.3825 1.7758
H 5.3905 -0.3554 1.2709
H 4.6473 1.2356 1.5277
H 4.3189 0.3530 0.0419
H 2.3144 1.4664 1.7831